(1)
The following is a DFT calculation (ωB97M-V/def2-TZVPD) of a structure of composition C2F6NO4RbS2.

Values from the calculation:
- LUMO energy (eV) = -1.94
- energy relative to the best compared isomer or geometry (same formula, charge and spin) (eV) = 2.346
- HOMO level (eV) = -8.94

Geometry as ORCA input:
```
! RIJCOSX wB97M-V def2-TZVPD def2/J DEFGRID3
* xyz 0 1
Rb 11.8390 25.1573 -9.3336
S 16.8778 23.4516 -9.2415
S 15.4614 21.7010 -8.2039
F 15.4697 25.1575 -10.8969
F 12.8578 21.7440 -8.9448
F 17.6502 25.0195 -11.3304
F 13.1555 21.9755 -6.8238
F 13.3850 19.9828 -7.7974
F 17.1387 26.1010 -9.6708
O 16.1393 21.6552 -6.9476
O 17.5731 22.3430 -9.9455
O 15.8088 20.6260 -9.1828
O 17.6144 23.9576 -8.0640
N 15.2517 23.2041 -8.7624
C 16.7380 25.0674 -10.3461
C 13.6089 21.2628 -7.9082
*
```

Mulliken population analysis, charges in e, atoms 1 to 8: atom 1 (Rb): 0.97, atom 2 (S): 0.93, atom 3 (S): 0.94, atom 4 (F): -0.23, atom 5 (F): -0.25, atom 6 (F): -0.23, atom 7 (F): -0.24, atom 8 (F): -0.19

(2)
The following is a DFT calculation (ωB97M-V/def2-TZVPD) of a structure of composition C2F6O6S2Tl.

Values from the calculation:
- LUMO energy (eV) = -11.83
- energy relative to the best compared isomer or geometry (same formula, charge and spin) (eV) = 1.657
- HOMO level (eV) = -13.67

Geometry as ORCA input:
```
! RIJCOSX wB97M-V def2-TZVPD def2/J DEFGRID3
* xyz 1 1
Tl 0.0193 -0.0419 -1.1202
S -3.2788 -2.3631 0.2175
S 2.3920 3.3265 -0.5599
F -2.8618 -4.0761 2.2788
F -4.7456 -4.4178 1.1114
F 4.7657 2.6979 -1.6038
F -2.6669 -5.0277 0.3175
F 4.6118 2.3462 0.5367
F 4.7691 4.3620 -0.1750
O -1.8666 -2.0167 0.0837
O -3.9696 -1.5094 1.1620
O 1.8987 3.8118 -1.8846
O 1.8110 2.0060 -0.2290
O 2.1650 4.3712 0.4313
O -3.9316 -2.5070 -1.1238
C -3.4408 -4.1235 1.0122
C 4.3290 3.1616 -0.4550
*
```

Mulliken population analysis, charges in e, atoms 1 to 8: atom 1 (Tl): 0.93, atom 2 (S): 1.12, atom 3 (S): 1.12, atom 4 (F): -0.20, atom 5 (F): -0.14, atom 6 (F): -0.18, atom 7 (F): -0.18, atom 8 (F): -0.19

(3)
The following is a DFT calculation (ωB97M-V/def2-TZVPD) of a structure of composition C2FOPm.

Values from the calculation:
- LUMO energy (spin up / spin down) (eV) = -6.27 / -6.19
- HOMO level (spin up / spin down) (eV) = -11.69 / -11.80
- expectation value of S² = 8.763

Geometry as ORCA input:
```
! RIJCOSX wB97M-V def2-TZVPD def2/J DEFGRID3
* xyz 1 6
Pm -1.0250 -0.4920 1.5972
F 1.8323 0.2943 -0.6602
O -0.2082 1.3116 -0.5881
C 0.1050 0.8271 -2.1141
C 0.4816 0.1689 -0.9081
*
```

List of Mulliken charges in e, atom by atom: atom 1 (Pm): 1.59, atom 2 (F): -0.27, atom 3 (O): -0.38, atom 4 (C): -0.22, atom 5 (C): 0.29